{"formula": "C3H11NS2", "method": "ωB97M-V/def2-TZVPD", "e_homo_ev": -8.27, "largest_force_ev_per_a": 5.58, "de_lowest_kj_mol": 179.4, "energy_ev": -26448.1009, "smiles": "CCN.CSS", "lumo_energy_ev": 0.32, "homo_lumo_gap_ev": 8.584, "charge": 0, "species": ["C", "S", "S", "H", "H", "H", "H", "C", "C", "N", "H", "H", "H", "H", "H", "H", "H"], "xyz": [[0.85, 0.98, 0.92], [0.45, 2.44, -0.11], [2.09, 3.59, 0.60], [1.41, 1.21, 1.82], [1.53, 0.49, 0.22], [0.02, 0.20, 1.12], [1.80, 4.80, 0.18], [-3.10, -3.76, -0.92], [-1.71, -3.76, -0.25], [-0.99, -5.04, -0.73], [-3.86, -4.44, -0.88], [-3.46, -2.66, -0.92], [-2.89, -3.88, -1.93], [-1.06, -2.87, -0.51], [-1.88, -3.75, 0.82], [-0.21, -5.16, -0.11], [-1.42, -5.89, -0.96]], "mulliken_charge": [-0.785, -0.039, -0.194, 0.311, 0.306, 0.258, 0.143, -1.266, -0.018, -0.560, 0.446, 0.258, 0.389, 0.161, 0.237, 0.175, 0.179]}